C38H49EuN6O2 as an isolated structure in a non-equilibrium geometry, computed with wB97M-V/def2-TZVPD.

Properties
* ⟨S²⟩: 12.02
* multiplicity: 7
* orbital gap (spin up / spin down): 5.91 / 7.01 eV

Atoms and positions in Å:
1 Eu -0.2840 0.2938 0.1885
2 O -2.0760 -1.2599 0.2811
3 C -3.0478 -1.7507 0.9392
4 C -3.7126 -2.9917 0.5911
5 C -4.5935 -3.5505 1.4533
6 C -4.9242 -2.9976 2.7241
7 C -4.3729 -1.7819 3.1209
8 C -3.4950 -1.1318 2.1905
9 C -2.9553 0.1184 2.5864
10 N -1.8653 0.6836 2.1585
11 N -1.4974 1.7730 2.9336
12 C -0.1505 1.9183 2.9057
13 O 0.6638 1.2935 2.0867
14 C 0.3734 2.8124 3.9230
15 C 1.6488 3.3831 3.7670
16 C 2.1728 4.2772 4.6775
17 C 1.3826 4.5562 5.7578
18 C 0.2602 3.8845 6.0437
19 C -0.3413 3.0260 5.1295
20 H -3.3928 -3.4713 -0.3406
21 H -5.0355 -4.4846 1.1238
22 H -5.6581 -3.6159 3.3195
23 H -4.6806 -1.3398 4.0561
24 H -3.5072 0.6598 3.3835
25 H 2.1771 3.0961 2.8522
26 H 3.1308 4.7581 4.6100
27 H 1.6331 5.4494 6.3096
28 H -0.2065 3.9855 7.0059
29 H -1.2609 2.5249 5.4111
30 C 0.8982 -2.4888 -0.2057
31 C 0.6567 -2.3541 -1.6233
32 C 1.5634 -1.3395 -2.0880
33 C 2.2858 -0.8710 -0.9430
34 C 1.9036 -1.5548 0.2315
35 C 2.6011 -1.5335 1.5781
36 C 1.6557 -1.8107 2.6982
37 C 3.4392 -0.2639 1.8017
38 C 3.5544 -2.6743 1.4363
39 C 2.0562 -1.0314 -3.5143
40 C 3.2174 -1.9854 -3.9196
41 C 2.7441 0.3288 -3.4096
42 C 0.9948 -0.9504 -4.5838
43 C -0.2438 -3.3018 -2.3852
44 C -1.4637 -2.4584 -2.9867
45 C 0.4402 -4.0986 -3.5020
46 C -0.8022 -4.4567 -1.4527
47 H 0.2575 -3.1281 0.4509
48 H 2.9154 -0.0111 -0.9473
49 H 0.7734 -1.2130 2.6641
50 H 2.1780 -1.5698 3.6639
51 H 1.2387 -2.8572 2.6546
52 H 2.8832 0.7121 1.8549
53 H 4.2574 -0.2274 1.0634
54 H 3.9432 -0.3750 2.7751
55 H 3.0201 -3.6227 1.2187
56 H 4.1053 -2.8711 2.3736
57 H 4.3144 -2.5450 0.6592
58 H 4.1076 -1.7293 -3.2795
59 H 3.4402 -1.8756 -5.0362
60 H 2.9279 -3.0268 -3.7847
61 H 3.6631 0.2833 -2.7959
62 H 2.0568 1.0679 -2.9685
63 H 3.0100 0.6828 -4.3960
64 H 0.4208 -1.8667 -4.7398
65 H 1.5113 -0.6709 -5.5219
66 H 0.2510 -0.2624 -4.2394
67 H -1.0779 -1.6426 -3.5754
68 H -2.0475 -2.0843 -2.1512
69 H -2.1204 -3.0943 -3.5587
70 H 0.6416 -3.6363 -4.4654
71 H -0.2098 -5.0173 -3.7120
72 H 1.4062 -4.4416 -3.0910
73 H -1.2243 -3.9895 -0.5322
74 H -0.0073 -5.1860 -1.2790
75 H -1.6700 -4.9286 -1.9838
76 C -0.4965 6.4440 0.0189
77 N 0.0763 5.0900 -0.1394
78 C 1.4164 4.7487 -0.3859
79 C 1.4694 3.3738 -0.5658
80 N 0.2143 2.8489 -0.3639
81 C -0.6011 3.8528 -0.1291
82 H 0.3291 7.2082 -0.0675
83 H -0.9662 6.5428 1.0301
84 H -1.1331 6.6978 -0.8420
85 H 2.2488 5.4468 -0.3774
86 H 2.3411 2.7077 -0.7312
87 H -1.6842 3.8133 0.0353
88 N -4.2733 1.6059 -2.4082
89 C -3.4398 1.7248 -3.5218
90 C -2.2091 1.2536 -3.0981
91 N -2.2824 0.9752 -1.7506
92 C -3.5399 1.1353 -1.4007
93 H -5.2192 1.9695 -2.3944
94 H -3.8179 2.2297 -4.4442
95 H -1.3214 1.1930 -3.6858
96 H -3.9635 0.9914 -0.4197